(1)
{"formula": "F10N5NaO20S10", "method": "ωB97M-V/def2-TZVPD", "energy_ev": -188337.0598, "de_lowest_kcal_mol": 47.3, "orbital_gap_ev": 7.4, "total_charge": -4, "homo_energy_ev": -0.58, "symbols": ["Na", "N", "S", "O", "O", "F", "S", "O", "O", "F", "N", "S", "O", "O", "F", "S", "O", "O", "F", "N", "S", "O", "O", "F", "S", "O", "O", "F", "N", "S", "O", "O", "F", "S", "O", "O", "F", "N", "S", "O", "O", "F", "S", "O", "O", "F"], "positions_angstrom": [[-0.931, -1.000, 0.261], [-1.572, -1.092, -4.414], [-1.657, -2.001, -3.179], [-0.691, -1.695, -2.124], [-2.117, -3.398, -3.276], [-2.976, -1.271, -2.599], [-0.199, -1.920, -5.075], [-0.318, -3.344, -5.428], [1.066, -1.400, -4.599], [-0.305, -1.272, -6.536], [-2.374, -2.732, 0.733], [-3.978, -2.842, 1.178], [-4.383, -2.101, 2.307], [-4.785, -3.983, 0.780], [-4.378, -1.753, 0.006], [-1.972, -4.121, 1.204], [-2.331, -5.272, 0.370], [-1.949, -4.310, 2.638], [-0.385, -3.833, 0.855], [-0.866, 4.146, -0.863], [0.146, 2.841, -0.678], [-0.464, 1.519, -0.426], [1.548, 3.049, -0.357], [0.248, 2.724, -2.286], [-0.995, 4.472, 0.629], [0.025, 5.266, 1.301], [-1.794, 3.412, 1.259], [-2.112, 5.612, 0.316], [0.397, 2.644, 3.448], [1.548, 1.489, 3.115], [1.803, 0.467, 4.136], [2.609, 1.905, 2.221], [0.528, 0.700, 2.145], [1.232, 3.448, 4.418], [2.248, 4.254, 3.823], [1.540, 2.980, 5.796], [0.069, 4.577, 4.661], [3.998, -0.184, -0.364], [3.030, -1.323, 0.313], [3.484, -2.697, 0.167], [1.613, -1.190, 0.566], [3.551, -1.017, 1.850], [3.232, -0.166, -1.678], [1.839, 0.312, -1.763], [3.750, -1.056, -2.730], [4.027, 1.155, -2.120]], "atomic_forces_ev_per_a": [[1.0, 0.7, -0.6], [3.1, -2.2, -2.9], [-3.0, -1.7, 6.1], [-0.8, -0.8, -1.2], [1.1, 2.4, -0.4], [0.0, -0.1, -0.1], [1.6, 0.5, -2.2], [-0.1, 2.3, 1.1], [-1.8, -0.9, -0.3], [-0.4, 0.4, -0.1], [-4.0, 0.4, 0.8], [-3.0, 3.3, -4.5], [0.5, -0.1, 1.7], [1.7, 0.7, 0.9], [0.0, -0.7, 0.6], [5.7, -5.1, -0.4], [0.5, 2.0, 1.5], [-0.6, -0.1, -0.7], [-1.2, -0.6, 0.3], [2.9, -2.1, -0.1], [1.6, -4.1, -5.1], [0.6, 2.8, 0.7], [-2.3, 0.4, 0.8], [0.1, 0.1, -0.1], [-3.5, 2.1, 3.2], [-1.2, -1.6, -0.6], [1.7, 1.9, 0.5], [-0.4, 0.5, 0.5], [1.4, -3.3, -0.5], [-0.7, -3.7, -2.7], [-0.2, 2.2, -1.1], [-1.2, -0.3, 1.7], [0.4, 0.3, 0.4], [0.3, 5.1, 4.8], [0.8, 0.0, 0.1], [-0.9, 0.3, -2.5], [0.2, -0.4, 0.5], [-2.1, -2.8, 3.1], [0.9, -2.7, 6.7], [-0.1, 1.4, -0.9], [0.8, 0.5, -1.5], [0.1, 0.0, -1.0], [-1.1, 4.0, -8.6], [2.8, -1.9, 0.7], [-1.3, 0.2, 1.9], [0.2, 1.0, -0.6]]}



(2)
{"formula": "C5H4OS2", "method": "ωB97M-V/def2-TZVPD", "smiles": "O=C1C(=S)C[C@H]2S[C@H]12", "energy_ev": -28964.1483, "de_lowest_kcal_mol": 58.0, "orbital_gap_ev": 7.7, "homo_energy_ev": -9.03, "symbols": ["O", "C", "C", "S", "C", "C", "S", "C", "H", "H", "H", "H"], "positions_angstrom": [[0.752, 2.446, -0.255], [0.359, 1.367, 0.057], [1.212, 0.021, 0.035], [2.821, -0.012, 0.034], [0.235, -1.184, -0.049], [-0.971, -0.381, -0.481], [-2.591, 0.224, 0.003], [-0.959, 0.757, 0.494], [0.153, -1.652, 0.941], [0.578, -1.914, -0.769], [-0.805, -0.038, -1.498], [-0.783, 0.366, 1.488]], "atomic_forces_ev_per_a": [[-0.2, -0.3, 0.1], [0.0, 0.0, -0.1], [0.8, 0.0, -0.1], [-0.7, 0.0, 0.0], [0.1, 0.1, 0.4], [-0.1, -0.1, -0.1], [-0.1, 0.0, 0.0], [0.0, 0.4, -0.2], [-0.1, 0.1, -0.2], [0.1, -0.2, -0.1], [0.0, 0.1, -0.1], [0.1, -0.1, 0.2]]}



(3)
{"formula": "C3H5NO2S", "method": "ωB97M-V/def2-TZVPD", "smiles": "CN(C=S)OC=O", "energy_ev": -19610.1119, "de_lowest_kcal_mol": 55.3, "orbital_gap_ev": 9.1, "homo_energy_ev": -8.70, "symbols": ["C", "N", "C", "S", "O", "C", "O", "H", "H", "H", "H", "H"], "positions_angstrom": [[-0.080, 1.640, 0.414], [0.061, 0.426, -0.307], [-0.875, -0.524, -0.499], [-2.367, -0.409, 0.146], [1.318, 0.218, -0.917], [2.258, -0.352, -0.105], [2.082, -0.842, 0.969], [-1.145, 1.845, 0.502], [0.332, 1.565, 1.425], [0.422, 2.431, -0.110], [-0.401, -1.498, -0.680], [3.218, -0.373, -0.598]], "atomic_forces_ev_per_a": [[-0.2, 0.5, 0.6], [0.2, -0.9, -0.9], [1.0, -0.3, 2.1], [-0.5, -0.1, -0.5], [-0.1, 0.3, 0.3], [-0.3, -0.8, 0.7], [-0.4, 0.5, -0.2], [0.1, 0.1, -0.1], [0.0, -0.2, -0.1], [0.2, 0.5, -0.3], [-0.3, 0.3, -1.0], [0.3, 0.3, -0.6]]}